Molecular formula: C50H45CuFN4O5
Method: DFT, ωB97M-V/def2-TZVPD

Summary:
E_LUMO (alpha / beta), eV: -1.94 / -1.94
Relative energy (zero: lowest compared OMol25 entry of this formula, charge and spin), eV: 0.015
Calculated total energy, eV: -116133.4402
HOMO-LUMO gap (alpha / beta), eV: 4.537 / 4.732

```
! RIJCOSX wB97M-V def2-TZVPD def2/J DEFGRID3
* xyz 0 2
C -3.518 0.427 3.632
H 5.153 -4.718 -4.705
O -0.111 0.480 0.332
H -2.435 -1.271 8.936
Cu 0.729 0.382 -1.834
H 5.292 -4.841 -2.242
H -3.023 0.396 8.960
C 4.234 1.187 -3.628
H -4.150 -1.592 7.158
H -4.421 0.874 -0.751
H -4.573 0.409 3.867
C 0.274 -4.815 -1.188
C 3.452 -3.784 -1.925
H 4.078 -2.334 0.871
N -3.082 0.056 5.981
H -5.388 0.848 8.205
C -4.089 0.998 6.450
H -0.628 -6.713 -0.751
H 5.366 1.665 0.069
C -2.369 0.686 -0.436
C -3.647 0.785 -0.002
H 1.026 1.543 -4.590
C 2.313 2.516 -2.502
H -1.550 -1.104 6.780
O 1.011 2.167 -2.229
C 2.523 0.435 -5.667
C 3.918 -1.353 0.445
C -1.234 -3.055 -1.799
C 2.912 1.618 -3.597
H -5.252 2.805 2.676
H 1.926 -2.993 0.274
H -1.370 -2.034 -2.133
H 1.461 -2.559 -4.340
O 0.782 -1.373 -2.418
H -5.711 2.604 0.227
N 2.500 0.140 -0.748
C 2.063 1.231 -4.632
H -4.650 1.403 5.615
C -2.096 -5.237 -1.260
H 5.725 0.041 -4.658
C 1.217 6.052 -3.448
H -6.794 1.910 3.053
H 5.821 -0.572 1.057
H 1.281 -5.181 -1.024
C 2.298 -3.082 -3.899
C 4.372 -4.281 -4.093
C -5.467 0.880 1.589
C 3.842 0.004 -5.686
H 0.302 6.632 -3.435
C 4.885 -0.371 0.549
C -5.977 2.066 2.360
H 3.212 -3.587 -5.765
C 2.368 -3.137 -2.506
H -7.252 1.705 0.562
C 1.203 4.736 -3.007
N -4.281 -0.935 7.934
H 4.072 3.033 -1.278
H -1.425 0.598 7.231
H 1.848 0.142 -6.462
H -2.932 -5.919 -1.155
F -0.246 0.105 5.191
C -1.780 0.505 1.944
C 2.364 3.972 -3.022
H 0.747 -1.668 0.178
H -4.789 -1.389 8.690
C 3.136 2.479 -1.183
C -2.309 -3.919 -1.644
C 3.421 1.104 -0.644
H -3.631 1.842 6.982
H -3.314 -3.562 -1.840
H 0.298 4.260 -2.656
O -3.314 0.827 -2.573
C 3.540 4.543 -3.500
C 4.450 -4.348 -2.713
C 2.396 6.621 -3.909
C -2.587 0.258 4.653
C 3.286 -3.647 -4.685
H 0.203 0.298 2.712
C -0.849 0.340 2.964
C -3.134 0.578 2.300
C -2.124 -0.223 7.055
H 4.928 1.467 -2.846
H 4.477 6.292 -4.310
C -2.238 0.691 -1.974
C 2.725 -1.071 -0.212
H 2.411 7.648 -4.254
C 4.633 0.872 0.003
C 1.216 -2.473 -1.729
O -1.111 0.542 -2.515
C -6.252 1.946 0.892
H 4.203 -0.627 -6.489
C 1.639 -2.097 -0.279
C 4.695 0.380 -4.662
H 3.542 -3.859 -0.848
C -5.042 0.228 7.381
C -2.914 -0.495 8.346
C -1.243 0.237 4.273
C 3.556 5.860 -3.937
H 4.448 3.952 -3.549
C -0.801 -5.681 -1.035
H 2.503 2.997 -0.458
H -5.902 -0.163 6.840
C -1.318 0.562 0.546
C 0.066 -3.493 -1.569
N -4.062 0.772 1.305
H -5.959 -0.074 1.754
*
```

Mulliken population analysis, charges in e, atoms 1 to 99: -0.6315, 0.3963, -0.8294, 0.3823, 1.5144, 0.4021, 0.3289, 0.0891, 0.3841, 0.7667, 0.9023, -0.2053, 0.2147, 0.4698, 0.2199, 0.3578, -0.5334, 0.3948, 0.5149, 0.0356, -1.0016, 0.5317, 2.2186, 0.5154, -0.7157, -1.0842, -0.4477, -0.5089, 0.3524, 0.2221, 0.7919, 0.4625, 0.4846, -1.3512, 0.3240, 1.0718, -0.2281, 0.4473, -0.3870, 0.3864, -0.7891, 0.2795, 0.3883, 0.4045, -0.5372, -0.5669, -0.2443, -0.4046, 0.4058, -1.0571, -0.4218, 0.4391, -0.2867, 0.2652, -0.2625, -0.1209, 0.4893, 0.4766, 0.4031, 0.3901, -0.3735, 0.9057, -0.5740, 0.4589, 0.3263, -2.0488, -0.9296, 0.3786, 0.2807, 0.4593, 0.3150, -0.8420, -0.1750, -1.1069, -0.4675, -0.9604, -0.8363, 0.7129, -0.4885, -0.8051, -0.7865, 0.4071, 0.3900, 0.3480, 1.1323, 0.3686, -0.5588, 2.9260, -0.1568, -0.9224, 0.4239, -3.0139, -1.0046, 0.4024, -0.7973, -0.7477, 0.0680, -1.0163, 0.3600



Molecular formula: C16H20O2
Method: DFT, ωB97M-V/def2-TZVPD

Summary:
E_LUMO (alpha / beta), eV: -3.54 / -7.55
Relative energy (zero: lowest compared OMol25 entry of this formula, charge and spin), eV: 2.536
Calculated total energy, eV: -21000.6409
HOMO-LUMO gap (alpha / beta), eV: 8.059 / 3.940

```
! RIJCOSX wB97M-V def2-TZVPD def2/J DEFGRID3
* xyz 1 2
H -2.306 -1.235 -0.230
H -1.681 0.231 4.704
C -0.293 -1.119 3.548
H -1.051 2.992 -0.890
C 0.278 -0.153 -2.270
H 1.245 -2.148 2.480
C 0.081 1.995 0.696
H 0.136 1.184 -3.911
H 2.662 0.751 -2.235
C -1.087 -0.046 3.662
H -0.056 -2.925 4.316
H 1.950 -1.376 -2.753
C -0.219 0.885 1.666
H 2.716 1.951 -3.616
C -0.446 -2.270 -0.768
C 0.649 -2.551 -1.492
H 1.327 -0.252 0.810
H -1.722 -3.674 -0.022
O -0.833 -3.300 0.045
H -1.759 1.822 2.798
C 0.688 -1.216 2.575
C -1.305 -1.164 -0.832
H -1.561 0.802 -1.432
C 0.999 -1.350 -2.211
H 0.673 1.497 -0.134
C -0.933 -0.056 -1.558
O -0.492 -2.090 4.505
C 2.240 1.078 -3.198
H -1.446 3.506 0.752
C -1.248 2.648 0.084
C 0.654 1.048 -2.983
H 1.112 -3.497 -1.723
H 0.399 2.003 -2.385
C 0.734 -0.134 1.699
H 0.727 2.728 1.143
H -2.123 2.092 0.236
C -1.152 1.024 2.684
H 2.440 0.318 -3.760
*
```

List of Mulliken charges in e, atom by atom: 0.2470, 0.2868, 0.9400, 0.4372, -0.0559, 0.3141, 0.1833, 0.5074, 0.3715, -0.3906, 0.3549, 0.3014, 0.5207, 0.3584, 0.6417, -1.0829, 0.3380, 0.3224, -0.5626, 0.6727, -0.6819, -0.5135, 0.7993, -0.1606, -0.2419, -0.5074, -0.4469, -1.5514, 0.4057, -1.8193, -0.0546, 0.5254, 0.0027, -0.3655, 0.6083, 0.6128, -0.8122, 0.4960



Molecular formula: C4H9N6O4
Method: DFT, ωB97M-V/def2-TZVPD

Summary:
E_LUMO (alpha / beta), eV: -5.96 / -5.96
Relative energy (zero: lowest compared OMol25 entry of this formula, charge and spin), eV: 2.640
Calculated total energy, eV: -21406.0508
HOMO-LUMO gap (alpha / beta), eV: 7.190 / 7.191

```
! RIJCOSX wB97M-V def2-TZVPD def2/J DEFGRID3
* xyz 1 1
N -2.425 0.996 -0.904
H 3.706 -1.029 0.621
O 0.340 1.931 2.064
N 1.113 -1.535 -1.148
H -4.011 0.949 -2.230
H 1.896 -3.385 -0.668
O -3.184 1.402 -2.004
H 3.025 -2.217 -1.392
N 1.700 -0.384 0.588
O -1.230 -0.213 -2.333
C 2.678 -1.487 0.649
O -2.442 2.740 2.347
N -1.405 0.268 -1.216
C 2.239 -2.278 -0.642
N -1.837 1.898 1.472
H 2.527 -1.959 1.569
H 1.476 0.285 1.341
N -0.679 1.586 1.468
H -2.480 1.569 -0.024
H -1.889 3.096 3.093
C -0.468 0.191 -0.293
C 0.765 -0.531 -0.348
H 0.584 -1.893 -2.010
*
```

List of Mulliken charges in e, atom by atom: -0.1830, 0.2968, -0.5883, -0.1846, 0.3747, 0.3120, -0.4273, 0.2878, -0.0851, -0.6434, -0.4481, -0.3601, 0.8606, -0.4631, -0.2082, 0.3092, 0.1828, 0.4364, 0.3827, 0.3750, -0.1988, 0.6801, 0.2918



Molecular formula: C7H12N5O
Method: DFT, ωB97M-V/def2-TZVPD

Summary:
SMILES: CN/C=N/C=C\N=C\C(=O)NC=[NH2+]
E_LUMO, eV: -4.19
Relative energy (zero: lowest compared OMol25 entry of this formula, charge and spin), eV: 2.662
Calculated total energy, eV: -16941.7571
HOMO-LUMO gap, eV: 7.459

```
! RIJCOSX wB97M-V def2-TZVPD def2/J DEFGRID3
* xyz 1 1
H -0.137 -2.966 0.023
C -1.439 -1.431 -0.620
C -0.334 0.658 -1.296
H -2.494 0.377 -0.864
C -1.618 1.744 0.987
C 0.445 -1.468 1.101
H -1.197 3.588 -0.067
N 0.895 0.116 -1.183
H 2.356 -1.472 2.155
H 2.216 1.719 -1.029
H 1.091 -0.559 -1.840
N 1.517 -1.931 1.686
H -1.608 2.217 1.985
O -1.981 -2.217 -1.358
H 1.745 1.090 0.517
H 2.934 0.083 -0.316
N -0.419 1.930 -0.988
C 2.050 0.801 -0.500
H -0.876 0.278 -2.175
C -1.839 -0.152 -0.156
H 0.119 -0.431 1.266
H 1.704 -2.875 1.537
C -1.179 2.502 -0.140
N -1.617 0.445 1.019
N -0.332 -2.045 0.256
*
```

List of Mulliken charges in e, atom by atom: 0.1762, 0.2195, -0.1316, 0.5647, -0.1305, -0.0112, 0.4073, -0.1567, 0.2873, 0.3780, 0.2601, -0.3468, 0.3943, -0.5279, 0.2757, 0.2812, -0.4721, -0.8472, 0.6527, -0.2284, 0.7765, 0.2072, -0.3369, -0.5794, -0.1120



Molecular formula: C48H98F2N2O22PS4
Method: DFT, ωB97M-V/def2-TZVPD

Summary:
E_LUMO, eV: 1.90
Relative energy (zero: lowest compared OMol25 entry of this formula, charge and spin), eV: 0.000
Calculated total energy, eV: -157455.9981
HOMO-LUMO gap, eV: 6.015

```
! RIJCOSX wB97M-V def2-TZVPD def2/J DEFGRID3
* xyz -1 1
H -3.949 -4.119 -0.294
C -4.974 -3.684 -2.907
H 1.935 6.359 5.209
F -5.693 2.594 0.311
C -3.130 -2.109 -2.725
H 3.288 -1.530 2.596
H -0.308 -2.857 -1.722
H -0.852 -1.154 5.624
H -3.000 -1.336 -3.491
O 2.969 2.539 2.570
C 0.677 1.173 0.489
H -2.132 3.198 1.743
H -3.602 2.060 -1.673
H -3.245 3.222 0.285
H -5.661 -1.830 0.469
C 0.335 0.804 -5.406
H -1.710 -2.009 0.523
H -5.602 0.254 4.193
H -0.207 5.579 3.262
H -4.683 0.759 -3.832
H 4.138 -3.090 2.956
H 5.547 -1.929 0.138
N 6.093 1.428 0.305
H 4.349 4.184 -0.667
H -1.574 -4.833 0.263
H 0.958 5.709 1.412
H 1.735 1.430 2.179
H 2.210 0.393 -0.976
H 5.405 -3.124 -1.890
C -3.524 -3.466 -3.319
O 4.032 0.472 1.711
H 3.771 -2.560 -2.257
O 6.684 1.335 -2.442
C -2.761 3.787 1.077
C 1.014 -4.524 -1.995
O 1.100 4.170 -1.787
H 5.765 4.246 0.390
H 0.579 0.286 2.409
C 2.391 1.051 -4.271
H -0.447 -0.004 -3.478
H 4.009 -6.129 -2.216
H 6.378 1.870 1.218
C -2.143 -2.612 3.674
H -5.733 0.234 -0.763
H 5.790 3.199 -2.620
H -5.502 2.397 2.907
H 7.222 3.143 -1.595
C 5.442 2.344 -0.670
H 1.569 2.626 6.303
H -4.653 2.813 -5.366
H 0.787 2.604 -4.296
H 4.392 3.400 0.908
H -0.125 -0.071 4.428
C -2.989 3.567 -3.129
H -2.019 3.468 -2.645
H 2.316 5.587 0.351
H -2.946 -6.288 4.062
H 1.280 7.392 3.933
H -4.986 2.725 -2.586
C -2.409 -5.056 0.912
C -2.175 -5.599 2.157
C -0.692 -2.137 3.761
H 5.195 -1.436 -2.140
P 4.141 1.522 2.868
O -0.050 6.348 -1.140
O 3.957 0.826 4.250
H 3.982 -1.285 0.042
H 2.592 1.869 -0.342
C 1.304 1.886 -4.939
C -0.472 0.293 -0.008
S -0.142 2.921 4.783
N 1.261 0.612 1.730
H -1.128 0.845 -0.693
O 5.547 2.161 2.724
H 1.649 4.090 1.088
O -0.076 4.518 5.041
C -4.438 -5.431 2.798
C 3.187 -2.607 2.756
C -3.823 1.428 -3.775
H -4.987 -4.252 -1.975
H -2.870 0.899 -3.791
O -1.045 2.370 5.755
C -3.933 2.444 -2.638
C 6.320 2.591 -1.882
C -3.702 -4.596 0.645
O 4.042 -3.374 0.389
H 3.065 0.629 -5.021
H -3.428 -3.437 -4.407
H 2.937 1.705 -3.589
H 2.411 -2.798 3.493
C -5.664 0.251 3.113
H 2.882 -6.220 -0.788
C 3.176 -6.645 -1.747
H 3.444 -7.670 -1.485
H -0.674 1.169 -5.596
H -3.219 1.769 -5.741
H 0.343 2.165 0.788
H -2.355 0.221 3.338
C 0.524 5.314 4.032
O -4.276 -1.713 -1.976
C -5.695 -0.920 1.058
H 7.628 2.026 -4.166
C 7.799 1.402 -3.281
O 0.706 -7.399 -2.349
C 1.520 2.438 5.231
H 0.207 -5.062 -1.493
C -5.442 -2.276 -2.541
O 2.145 -4.591 1.317
S 1.867 -6.781 -2.970
F -0.917 -6.035 2.390
S 0.378 4.997 -0.856
H 0.751 0.297 -6.277
H -2.305 -3.517 4.260
H 1.781 -4.369 -1.240
H 1.170 -2.433 -2.668
C 4.689 -2.309 -1.727
H 0.308 -1.177 -4.511
C -1.884 4.889 0.446
C -5.628 0.257 0.313
H 1.359 4.779 3.571
H -5.243 -5.556 3.510
C -3.741 2.355 -4.979
H 8.090 0.423 -3.664
H 4.565 1.766 -0.967
C 1.033 6.606 4.645
O -3.032 -1.613 4.190
H -0.172 -3.299 -3.355
H -1.428 5.551 1.184
O 2.455 -7.285 -4.181
C -0.877 -0.845 4.577
H 2.065 0.032 1.443
O 1.494 -5.203 -3.161
O -2.842 3.364 -4.530
H 1.663 2.564 -5.719
H -6.294 -2.269 -1.858
C -5.683 -0.960 2.437
H -5.858 -1.726 -3.397
C 0.431 -3.204 -2.446
S 2.624 -3.239 1.173
H 1.802 1.450 4.866
C -5.622 1.446 2.405
O -0.388 2.691 3.373
H 6.735 0.731 -0.061
H -5.615 -4.205 -3.617
C -4.713 -4.823 1.582
H -0.236 -1.921 2.792
C 4.542 -2.189 -0.208
H 2.266 3.117 4.814
H -2.746 0.206 5.027
H -2.533 5.492 -0.192
H -0.097 -0.602 -0.518
O 1.822 -2.256 0.477
H -3.589 4.218 1.643
H -2.355 -2.841 2.627
H 8.689 1.762 -2.751
C -2.239 -1.069 0.727
C -3.157 -5.876 3.086
C 4.979 3.591 0.002
H -2.866 -4.268 -2.984
H 5.368 0.873 0.822
H -2.203 -2.138 -2.155
O -0.895 4.153 -0.270
O -1.287 -0.094 1.088
H -2.887 -1.219 1.590
H -5.741 -4.587 1.338
H 0.317 7.030 5.351
H -0.046 -2.844 4.281
C 0.379 -0.136 -4.183
C 1.701 1.295 -0.606
O 1.671 0.036 -3.580
C -5.632 1.442 1.012
H -3.501 4.528 -3.018
H -5.617 -1.907 2.953
C 1.408 5.066 0.657
H 1.347 1.621 -1.585
H -2.886 -0.795 -0.111
C -2.268 -0.386 4.245
*
```

Mulliken population analysis, charges in e, atoms 1 to 99: 0.3987, -0.6552, 0.3656, -0.4202, 1.1172, -0.1601, -0.9542, 0.4777, 0.1750, -0.8240, 2.5160, -0.1725, -0.5507, -0.5454, -0.0508, -0.5210, -0.3935, 0.3321, -0.1519, 0.2485, 0.4723, 0.3651, 0.0324, 0.4028, 0.3588, 0.2761, -0.9118, 0.0411, 0.4365, -0.5602, -0.8633, 0.0481, -0.1333, 0.1229, -0.4583, -0.4832, 0.4183, -0.3172, -0.1125, -0.2843, 0.2827, 0.5820, 0.4943, 0.4894, 0.3260, 0.3892, 0.4695, 2.0890, 0.4975, 0.3185, -0.0601, 0.0789, -0.7025, -0.0148, -0.1155, 0.5624, 0.4747, 0.3624, 0.3182, -0.7265, 0.7818, 1.1208, 0.2277, 0.4909, -0.7182, -0.9059, -0.5848, -0.4455, -0.5123, -0.4271, 1.2132, 3.7300, 0.2269, -1.0288, -0.0318, -0.4736, -0.3299, -0.4277, 1.2751, 0.1325, -0.9528, -0.6899, 0.1481, -1.0783, 0.0564, -0.4214, 0.4375, 0.5279, -0.1536, 0.2408, -0.3779, 0.2086, -0.7751, 0.4346, 0.1381, 0.3673, -0.9074, -0.2385, 1.0864